No. 1
Below is 8 unconnected molecules or ions with the total composition C31H73IO19S in a non-equilibrium geometry, with properties calculated with ωB97M-V with the def2-TZVPD basis set.

Last column: Mulliken charge in e.
Atoms and positions in Å:
C: 0.41940 5.03111 2.63765  -1.208
C: 0.70848 4.19008 1.29863  1.227
O: -0.18916 4.46266 0.20258  -0.390
C: -1.56196 4.13252 0.49564  -0.953
C: -1.84251 2.62540 0.92906  -0.057
C: -1.83708 1.54652 -0.24919  1.126
C: -2.52230 2.01866 -1.61405  -0.153
C: -1.59320 2.89384 -2.58524  -0.764
C: -0.95529 2.05890 -3.80197  0.057
S: -0.26309 3.33733 -5.00293  -0.230
C: -0.28256 1.23422 -0.61284  0.171
C: 0.41480 0.27718 0.50088  -0.307
C: 2.02651 0.36939 0.47043  -0.675
O: 2.54576 0.91871 -0.77461  -0.063
C: 2.78930 -0.07646 -1.75604  0.545
C: 1.92456 -1.40137 -1.99922  -0.200
O: 3.78043 0.11146 -2.51055  -0.638
O: -2.34903 0.29601 0.30589  -0.306
C: -3.74600 0.15760 0.18419  0.467
O: -4.61163 1.00484 0.47629  -0.576
C: -4.27065 -1.28042 -0.32500  -0.531
C: -5.45137 -1.19697 -1.39710  -0.636
C: -5.13830 -0.27707 -2.67276  -0.732
I: -7.41692 -0.74267 -0.48929  0.013
H: -0.41648 5.78909 2.50090  0.293
H: 0.06725 4.27674 3.43160  0.280
H: 1.38252 5.50056 3.05658  0.343
H: 0.82717 3.06034 1.50358  -0.377
H: 1.75300 4.52287 0.93993  -0.256
H: -2.17293 4.43997 -0.43212  0.288
H: -1.97962 4.79879 1.34244  0.334
H: -2.88526 2.61932 1.42200  0.477
H: -1.13775 2.22508 1.74337  -0.198
H: -2.80557 1.07473 -2.21377  -0.444
H: -3.42549 2.65888 -1.34252  0.612
H: -0.77299 3.48801 -2.07083  0.372
H: -2.28643 3.67504 -3.07528  0.379
H: -1.69113 1.37932 -4.33624  0.159
H: -0.06141 1.41781 -3.50537  0.028
H: -0.86089 3.18103 -6.24153  0.081
H: 0.32552 2.17515 -0.79032  -0.416
H: -0.34029 0.57606 -1.55840  -0.295
H: 0.14985 -0.80354 0.20380  0.169
H: -0.00428 0.42770 1.54713  0.329
H: 2.33883 0.97198 1.39419  0.392
H: 2.43493 -0.68947 0.62976  0.167
H: 2.05318 -2.10443 -1.10464  -0.019
H: 0.81803 -1.12418 -2.08512  -0.039
H: 2.19780 -1.93856 -2.97763  0.330
H: -4.70277 -1.78382 0.61846  0.314
H: -3.40438 -1.93865 -0.69738  0.294
H: -5.58277 -2.26426 -1.81021  0.513
H: -5.16422 0.83837 -2.46594  0.245
H: -5.84685 -0.60244 -3.51873  0.432
H: -4.08645 -0.57742 -3.04497  0.088
O: 5.16988 5.25844 -2.96029  -0.564
C: 3.80608 4.98806 -2.62790  -0.626
C: 3.74791 4.26880 -1.29078  0.537
O: 4.37008 5.06713 -0.28491  -0.567
H: 5.59059 4.41285 -3.16794  0.331
H: 3.29364 5.95008 -2.56788  0.312
H: 3.35336 4.39000 -3.42406  0.405
H: 2.71628 4.07375 -0.99251  -0.324
H: 4.29169 3.31914 -1.33969  0.143
H: 5.13287 5.48905 -0.71194  0.371
O: 3.21754 -4.44955 3.99321  -0.530
C: 2.15806 -3.50242 4.14340  -0.609
C: 2.53032 -2.21387 3.42740  -0.274
O: 2.78310 -2.48241 2.05207  -0.413
H: 3.96464 -4.13540 4.52038  0.316
H: 1.26622 -3.94532 3.69576  0.281
H: 1.97666 -3.33084 5.20864  0.375
H: 1.72721 -1.47739 3.49684  0.250
H: 3.44547 -1.78680 3.85334  0.253
H: 3.23466 -3.34093 2.02775  0.342
O: 2.85279 -4.25970 -0.56579  -0.509
C: 2.35736 -4.98111 -1.69634  -0.421
C: 2.71646 -6.45177 -1.55388  -0.395
O: 2.17214 -6.96869 -0.34517  -0.500
H: 3.81739 -4.23911 -0.63618  0.292
H: 1.27343 -4.85146 -1.70925  0.260
H: 2.78063 -4.55228 -2.60993  0.323
H: 2.32499 -7.03545 -2.38896  0.352
H: 3.80403 -6.57933 -1.50611  0.263
H: 2.25886 -6.26013 0.31170  0.339
O: 4.27590 2.92839 1.94915  -0.406
C: 5.26093 1.90806 2.11102  -0.309
C: 6.47570 2.48812 2.81761  -0.404
O: 6.09036 3.02708 4.07726  -0.548
H: 4.61178 3.55586 1.28925  0.231
H: 4.80857 1.11784 2.71419  0.211
H: 5.52391 1.50296 1.12872  0.249
H: 7.23732 1.72395 2.98415  0.358
H: 6.90975 3.30433 2.22928  0.265
H: 5.22049 3.43324 3.93709  0.347
O: -3.20255 1.08310 3.69781  -0.374
C: -3.79085 0.77892 4.96282  -0.512
C: -4.31699 -0.64627 4.93872  -0.454
O: -3.25258 -1.54436 4.63706  -0.418
H: -3.92083 1.14498 3.05034  0.166
H: -3.00730 0.88472 5.71549  0.306
H: -4.58822 1.49800 5.17254  0.320
H: -4.74715 -0.92550 5.90212  0.352
H: -5.07852 -0.76335 4.15963  0.275
H: -2.69911 -1.08970 3.98175  0.288
O: -3.28961 -4.86346 5.06565  -0.515
C: -3.67820 -5.74130 4.00947  -0.459
C: -2.60896 -5.73020 2.92841  -0.150
O: -1.35802 -6.12182 3.48235  -0.507
H: -3.35283 -3.95632 4.72775  0.298
H: -3.77610 -6.73918 4.44113  0.275
H: -4.64916 -5.42436 3.61601  0.304
H: -2.86063 -6.41608 2.11726  0.306
H: -2.48616 -4.72069 2.51909  0.128
H: -1.32643 -5.73007 4.36953  0.336
O: -2.06446 -2.13140 -7.76835  -0.534
C: -1.33105 -0.90677 -7.83866  -0.623
C: -1.86181 0.05850 -6.79127  0.116
O: -1.75409 -0.52816 -5.49747  -0.522
H: -2.95764 -1.95398 -8.09313  0.322
H: -0.28494 -1.14772 -7.64168  0.299
H: -1.41945 -0.49190 -8.84708  0.333
H: -1.30142 0.99486 -6.79800  -0.022
H: -2.92198 0.27417 -6.96681  0.271
H: -1.96045 -1.46928 -5.61444  0.332

Summary:
Molar mass in g mol⁻¹: 908.88
Lowest unoccupied orbital energy in eV: 0.08
E_tot in eV: -91162.4536
Highest occupied orbital energy in eV: -9.05

No. 2
Below is 5 unconnected molecules or ions with the total composition C31H73N5O5S in a non-equilibrium geometry, with properties calculated with ωB97M-V with the def2-TZVPD basis set.

Last column: Mulliken charge in e.
Atoms and positions in Å:
C: 7.61321 -0.56623 0.04998  -0.701
C: 8.13257 0.40952 -0.97480  -0.292
C: 8.75870 1.82003 -0.42213  0.612
O: 10.07067 2.12108 -1.08365  -0.381
S: 10.05362 3.83064 -1.34995  1.028
O: 10.95495 4.38705 -2.51046  -0.551
O: 10.74881 4.43640 -0.09492  -0.533
O: 8.34196 4.06536 -1.51589  -0.431
C: 7.85412 3.18626 -0.41564  -0.120
C: 6.24776 3.11959 -0.09616  -0.728
C: 5.28022 3.04052 -1.42302  0.153
O: 5.82493 2.25263 -2.53976  -0.504
C: 3.76244 2.57385 -0.94376  -0.546
N: 3.40487 3.07426 0.45931  -0.556
H: 7.49002 -0.21710 1.16201  0.207
H: 7.29204 -1.65284 -0.27366  0.248
H: 8.08971 0.06202 -2.09461  0.270
H: 8.92729 1.58055 0.72611  0.192
H: 8.28371 3.77174 0.53139  0.457
H: 5.97508 4.14929 0.44300  0.398
H: 6.02512 2.28229 0.71210  0.166
H: 5.15131 4.15108 -1.82795  0.271
H: 5.33580 2.59761 -3.36489  0.336
H: 3.62268 1.40390 -0.90862  0.218
H: 2.92577 3.01318 -1.66655  0.343
H: 2.34615 3.16611 0.50734  0.229
H: 3.60344 2.31563 1.17832  0.220
C: 0.44091 2.92697 4.00658  -1.219
C: 0.19196 1.45319 3.68849  -0.479
N: 1.40302 0.62778 3.68194  0.318
C: 1.18373 -0.71275 3.12743  -0.581
C: 0.24606 -1.64735 3.88535  -1.113
C: 2.22108 0.67216 4.89369  -0.751
C: 1.56144 0.25797 6.20633  -1.036
H: 1.16146 3.36562 3.30920  0.219
H: -0.49583 3.48726 3.91837  0.379
H: 0.80829 3.06873 5.02645  0.327
H: -0.26315 1.41920 2.68935  0.393
H: -0.55753 1.06649 4.38828  0.232
H: 2.15065 -1.21504 2.99672  0.244
H: 0.79215 -0.59637 2.10874  0.276
H: 0.72249 -2.05974 4.77775  0.348
H: -0.01915 -2.49942 3.24797  0.385
H: -0.68734 -1.15973 4.17863  0.269
H: 2.60848 1.69122 5.01350  0.414
H: 3.12412 0.06206 4.74907  0.405
H: 0.55441 0.66648 6.31951  0.252
H: 2.15644 0.62801 7.05017  0.375
H: 1.51166 -0.82575 6.30798  0.285
C: 0.28199 7.49454 3.43830  -1.323
C: -0.70382 8.12957 2.45845  -0.343
N: -0.83078 7.41336 1.18608  0.078
C: -1.57400 8.16867 0.17133  -0.687
C: -3.04626 8.46074 0.44392  -0.939
C: -1.17050 5.99347 1.27561  -0.472
C: -2.47246 5.62219 1.98042  -1.036
H: 1.27567 7.39484 2.99041  0.322
H: 0.37644 8.12551 4.32831  0.434
H: -0.05241 6.50923 3.77381  0.221
H: -0.33689 9.14498 2.25627  0.437
H: -1.67235 8.23957 2.95929  0.249
H: -1.49026 7.65778 -0.79630  0.337
H: -1.06218 9.12819 0.02312  0.410
H: -3.66843 7.57654 0.28730  0.216
H: -3.40546 9.22602 -0.25460  0.389
H: -3.22007 8.83831 1.45499  0.269
H: -0.34864 5.47136 1.78046  0.182
H: -1.18186 5.55483 0.26760  0.314
H: -2.62987 6.18876 2.90130  0.219
H: -2.45297 4.56029 2.25429  0.392
H: -3.33645 5.76381 1.33179  0.343
C: -2.71168 -5.36132 -1.55314  -1.321
C: -1.30485 -5.14447 -0.99728  -0.452
N: -0.62632 -3.95849 -1.52741  0.156
C: 0.79971 -3.90961 -1.18592  -0.856
C: 1.17022 -3.77409 0.28769  -0.611
C: -1.34149 -2.68999 -1.38970  -0.788
C: -1.71418 -2.23915 0.02010  -0.471
H: -2.69989 -5.42218 -2.64589  0.306
H: -3.11985 -6.30194 -1.16868  0.438
H: -3.39716 -4.56422 -1.25322  0.292
H: -0.71970 -6.03461 -1.26528  0.457
H: -1.36097 -5.12331 0.09698  0.242
H: 1.28014 -3.09688 -1.74536  0.387
H: 1.26963 -4.82470 -1.56851  0.365
H: 1.01587 -2.75516 0.65017  -0.068
H: 2.23538 -3.99784 0.42180  0.477
H: 0.61186 -4.46302 0.92694  0.275
H: -2.26128 -2.74402 -1.98468  0.324
H: -0.76284 -1.88862 -1.87094  0.357
H: -2.10632 -3.05385 0.63352  0.228
H: -2.49517 -1.47089 -0.03347  0.440
H: -0.86648 -1.79024 0.53696  -0.148
C: -6.00239 -7.69834 -2.23053  -1.349
C: -7.11172 -7.58586 -3.27547  -0.379
N: -7.16880 -6.28738 -3.95274  0.085
C: -8.38418 -6.10881 -4.75494  -0.672
C: -8.58056 -7.02827 -5.95627  -0.951
C: -5.93202 -5.83721 -4.59091  -0.373
C: -5.32822 -6.73204 -5.66998  -1.045
H: -6.08986 -6.91136 -1.47491  0.306
H: -6.07298 -8.66420 -1.71935  0.479
H: -5.00826 -7.64274 -2.68200  0.257
H: -8.06038 -7.74948 -2.74648  0.426
H: -7.00406 -8.41027 -3.98944  0.245
H: -8.44552 -5.06740 -5.09559  0.339
H: -9.24844 -6.23411 -4.09016  0.404
H: -7.94533 -6.73616 -6.79567  0.219
H: -9.61722 -6.95942 -6.30727  0.390
H: -8.38843 -8.07785 -5.71858  0.272
H: -5.17532 -5.68466 -3.81177  0.073
H: -6.08166 -4.83333 -5.01334  0.333
H: -5.34305 -7.79001 -5.39742  0.236
H: -4.27942 -6.45558 -5.83312  0.403
H: -5.83760 -6.61088 -6.62554  0.313

Summary:
Molar mass in g mol⁻¹: 628.02
Lowest unoccupied orbital energy in eV: -0.04
E_tot in eV: -61845.0281
Highest occupied orbital energy in eV: -8.21

No. 3
Below is a molecular structure, C31H74AlBBr6ClF4MgN4O8PSi in a non-equilibrium geometry, with properties calculated with ωB97M-V with the def2-TZVPD basis set.

Last column: Mulliken charge in e.
Atoms and positions in Å:
C: 7.22861 -4.53612 3.30724  -1.064
C: 6.64139 -3.28869 2.56279  0.157
O: 6.55044 -2.20895 3.50712  -0.349
P: 5.62535 -0.96316 2.87060  0.921
O: 5.88026 0.26236 3.65807  -0.795
C: 3.87784 -1.52853 2.94899  -0.240
C: 2.84183 -0.44943 2.44624  -0.319
Al: 1.33941 -0.34634 3.85747  -0.037
C: 0.94772 -2.17807 4.73317  0.162
C: 1.45573 -2.13845 6.22429  -0.932
C: -0.30440 0.63047 3.17302  -0.790
C: -1.11436 -0.15924 2.10634  1.790
O: -1.15451 -1.53914 2.30528  -0.188
Si: -2.73467 -2.19600 2.42924  0.615
C: -2.54159 -4.06563 2.04378  -1.095
C: -3.97911 -1.53145 1.16836  -0.984
C: -3.43190 -2.13686 4.21130  -1.039
O: 6.15663 -0.77393 1.31019  -0.350
C: 7.54454 -0.36459 1.32595  -0.363
C: 8.09212 -0.31294 -0.13949  -1.082
H: 7.83136 -5.16141 2.63289  0.391
H: 7.87386 -4.12987 4.10956  0.279
H: 6.37622 -5.08271 3.74270  0.052
H: 5.65858 -3.53463 2.11954  0.220
H: 7.33015 -3.06161 1.72587  0.163
H: 3.72446 -2.49504 2.42838  0.402
H: 3.65645 -1.68055 4.02728  -0.158
H: 2.45634 -0.65739 1.41549  -0.040
H: 3.37128 0.52516 2.51329  0.380
H: 1.93628 0.55833 5.05161  -0.396
H: -0.15667 -2.30528 4.69028  -0.147
H: 1.43869 -3.01206 4.18789  0.350
H: 1.69767 -3.15273 6.60556  0.029
H: 0.74661 -1.61512 6.88658  0.315
H: 2.38615 -1.52927 6.24202  0.244
H: -1.02458 0.94257 3.95546  0.446
H: 0.05037 1.56396 2.66379  0.180
H: -0.53405 0.02525 1.11017  -1.658
H: -2.10450 0.32569 2.00475  0.401
H: -2.48245 -4.15482 0.94358  0.273
H: -3.44811 -4.55170 2.45207  0.334
H: -1.62973 -4.43533 2.54301  0.304
H: -4.94586 -2.05436 1.27865  0.369
H: -4.17842 -0.45566 1.33378  0.183
H: -3.60549 -1.66594 0.13243  0.296
H: -3.87883 -1.16543 4.47241  0.320
H: -4.18428 -2.95410 4.23694  0.354
H: -2.63248 -2.45456 4.90601  0.314
H: 8.17891 -1.05985 1.90512  0.358
H: 7.61077 0.63468 1.79634  0.414
H: 8.84082 -1.12065 -0.22358  0.257
H: 8.61569 0.64262 -0.29071  0.186
H: 7.30979 -0.48353 -0.89392  0.389
C: -4.29258 3.23016 0.20182  -0.473
Br: -2.65430 3.36727 1.22865  0.011
Br: -4.30168 1.69899 -0.98142  0.099
Br: -5.84601 3.24879 1.34926  -0.027
H: -4.34917 4.11005 -0.42501  0.473
Mg: 0.27371 0.46974 -0.50337  0.878
C: 3.64803 -6.34136 5.89660  -0.332
Br: 4.59028 -4.66400 5.73923  0.005
Br: 1.99947 -6.14810 6.88673  -0.058
Br: 3.35584 -7.16041 4.16975  -0.047
H: 4.28175 -7.01065 6.46221  0.410
C: 12.04873 3.71139 0.63568  -1.068
C: 11.20066 2.47713 0.38378  0.401
C: 11.25580 1.52104 1.56526  -1.156
O: 11.66443 1.81141 -0.79183  -0.577
H: 13.09682 3.43710 0.77801  0.095
H: 12.01003 4.38518 -0.22269  0.322
H: 11.70728 4.25297 1.52008  0.359
H: 10.16451 2.77259 0.19846  0.312
H: 12.27810 1.17637 1.74080  0.364
H: 10.65093 0.63262 1.36700  0.238
H: 10.88902 1.99767 2.47616  0.359
H: 12.57737 1.54792 -0.63795  0.355
B: -1.53656 0.44571 -4.76587  0.597
F: -2.06313 1.72049 -4.47836  -0.393
F: -0.18637 0.41019 -4.39433  -0.374
F: -2.24828 -0.53432 -4.02656  -0.412
F: -1.66209 0.18109 -6.14045  -0.392
N: 15.93694 3.15087 1.94422  1.057
O: 15.49528 2.78041 0.84430  -0.575
O: 15.21621 3.80505 2.71034  -0.561
O: 17.09389 2.86666 2.27337  -0.615
C: -2.48908 6.56207 4.41791  -1.097
C: -2.13033 5.36099 5.28626  -0.410
C: -0.65427 4.96666 5.17929  -0.355
C: -0.32631 4.60162 3.78580  0.204
N: -0.08005 4.32532 2.73965  -0.423
H: -2.33632 6.35117 3.35776  0.293
H: -3.53959 6.82428 4.54809  0.330
H: -1.88666 7.43285 4.68509  0.319
H: -2.75960 4.51496 4.99975  0.257
H: -2.35960 5.59307 6.32798  0.325
H: -0.44304 4.11362 5.82502  0.253
H: -0.01195 5.79216 5.48919  0.324
C: -10.11151 1.23743 -6.73616  -0.955
C: -8.97958 1.16139 -7.75864  -0.678
C: -8.06726 -0.05432 -7.64592  -0.068
N: -7.04282 -0.06430 -6.51618  0.533
C: -7.53478 -1.03669 -5.45312  -0.086
C: -6.64545 -1.05874 -4.22802  -0.973
C: -6.46896 0.32984 -3.64633  0.023
C: -5.91689 1.27937 -4.69657  -0.456
C: -6.79586 1.31341 -5.93280  -0.813
C: -5.75649 -0.58133 -7.11060  -1.183
H: -9.77338 1.12402 -5.70798  0.249
H: -10.61107 2.20473 -6.81440  0.331
H: -10.85773 0.46308 -6.92505  0.242
H: -8.39932 2.08406 -7.75855  0.292
H: -9.44588 1.12002 -8.75000  0.488
H: -7.50248 -0.12621 -8.57681  0.374
H: -8.65051 -0.97411 -7.55174  -0.050
H: -8.56204 -0.73138 -5.18026  -0.364
H: -7.57829 -2.02699 -5.91489  0.285
H: -7.09072 -1.71822 -3.48164  0.447
H: -5.66633 -1.48707 -4.46556  0.327
H: -5.79586 0.29140 -2.78474  -0.247
H: -7.43322 0.70016 -3.28225  0.252
H: -4.90099 1.00431 -4.95388  0.026
H: -5.86091 2.28630 -4.27922  0.484
H: -6.35209 1.92773 -6.71621  0.431
H: -7.75904 1.73248 -5.64800  0.409
H: -5.43422 0.11426 -7.88182  0.383
H: -5.95494 -1.56342 -7.53658  0.370
H: -4.99748 -0.65660 -6.34013  0.483
N: -10.45501 -2.95087 -8.82404  -0.476
H: -10.99305 -2.15313 -8.46852  0.330
H: -11.08566 -3.60745 -9.28933  0.390
H: -9.75466 -2.61952 -9.49030  0.368
H: -9.98801 -3.42070 -8.04212  0.365
Cl: -10.26198 -0.75160 -4.01249  -0.653

Summary:
Molar mass in g mol⁻¹: 1342.98
Lowest unoccupied orbital energy in eV: -5.30
E_tot in eV: -529214.6198
Highest occupied orbital energy in eV: -6.22